Below is a 4-piece molecular cluster, C25H18BrF24NO7 overall, with properties calculated with wB97M-V/def2-TZVPD.

Each line ends with the Mulliken charge.
CARTESIAN COORDINATES (ANGSTROEM)
O: 3.425 -2.717 1.357  -0.340
C: 4.233 -3.566 1.258  0.366
Br: 4.827 -4.491 2.864  -0.173
C: 4.877 -4.006 -0.033  -1.100
C: 4.992 -2.825 -0.956  0.451
C: 3.881 -2.337 -1.662  0.548
O: 2.668 -2.993 -1.524  -0.562
C: 3.967 -1.189 -2.452  -0.286
C: 5.175 -0.500 -2.578  -0.920
C: 6.280 -1.013 -1.916  0.032
C: 6.197 -2.146 -1.127  0.575
C: 7.556 -2.413 -0.558  0.119
O: 7.855 -3.127 0.343  -0.485
N: 8.505 -1.576 -1.285  -0.408
C: 7.678 -0.502 -1.841  0.055
O: 8.085 0.587 -2.075  -0.488
H: 5.855 -4.416 0.172  0.604
H: 4.276 -4.794 -0.477  0.373
H: 2.599 -3.626 -2.247  0.303
H: 3.074 -0.840 -2.944  0.530
H: 5.257 0.400 -3.163  0.511
H: 8.746 -2.156 -2.092  0.330
F: -1.284 1.403 0.736  -0.202
C: -0.083 1.475 0.124  0.279
F: -0.126 2.502 -0.756  -0.308
C: 0.253 0.190 -0.631  0.979
F: -0.589 0.030 -1.680  -0.303
F: 1.499 0.403 -1.148  -0.297
C: 0.352 -1.117 0.169  -0.323
O: -0.768 -1.989 0.181  -0.439
C: -1.793 -1.874 1.079  0.838
F: -1.509 -1.017 2.082  -0.270
F: -1.973 -3.090 1.636  -0.313
C: -3.116 -1.527 0.392  0.201
F: -3.006 -0.402 -0.346  -0.264
F: -4.069 -1.329 1.328  -0.301
H: 0.686 1.688 0.872  0.066
H: 1.114 -1.696 -0.350  -0.153
H: 0.741 -0.947 1.173  0.442
H: -3.420 -2.345 -0.265  0.270
F: -6.359 0.468 -5.941  -0.219
C: -7.261 1.396 -5.569  0.075
F: -7.070 2.497 -6.332  -0.264
C: -7.103 1.790 -4.098  0.895
F: -5.936 2.440 -3.912  -0.263
F: -8.110 2.683 -3.872  -0.324
C: -7.274 0.698 -3.031  -0.737
O: -6.117 0.096 -2.481  -0.319
C: -5.504 -0.991 -3.043  0.750
F: -6.247 -1.547 -4.018  -0.310
F: -5.389 -1.922 -2.063  -0.297
C: -4.082 -0.672 -3.521  0.701
F: -4.090 0.360 -4.385  -0.240
F: -3.584 -1.759 -4.156  -0.279
H: -8.269 1.013 -5.753  0.286
H: -7.708 1.223 -2.182  0.392
H: -8.009 -0.047 -3.337  0.308
H: -3.445 -0.420 -2.672  -0.137
F: -1.096 4.193 5.120  -0.220
C: -1.516 3.138 5.847  0.125
F: -2.002 3.603 7.020  -0.273
C: -0.372 2.165 6.147  0.800
F: 0.528 2.741 6.972  -0.285
F: -0.959 1.143 6.833  -0.318
C: 0.349 1.506 4.962  -0.532
O: 1.584 2.052 4.528  -0.343
C: 1.666 3.067 3.614  0.815
F: 0.482 3.314 3.022  -0.270
F: 2.508 2.645 2.639  -0.303
C: 2.293 4.336 4.201  0.145
F: 1.618 4.749 5.288  -0.222
F: 2.247 5.310 3.267  -0.258
H: -2.319 2.626 5.310  0.290
H: 0.629 0.522 5.335  0.415
H: -0.332 1.334 4.128  0.218
H: 3.332 4.140 4.477  0.259

Values from the calculation:
Multiplicity = 1
Total energy = -177301.970 eV
Orbital gap = 9.649 eV
SMILES string = O=C(Br)Cc1c(O)ccc2c1C(=O)NC2=O.FC(F)C(F)(F)COC(F)(F)C(F)F.FC(F)C(F)(F)COC(F)(F)C(F)F.FC(F)C(F)(F)COC(F)(F)C(F)F
Total charge = 0